C34H49F4IN3O18S as an isolated structure at a distorted geometry. Source: OMol25; level of theory: the ωB97M-V functional and the def2-TZVPD basis.

**Net charge**: +1
**LUMO**: -3.79 eV
**Maximum force**: 0.0232 Eh/bohr
**Orbital gap**: 8.47 eV

The geometry in XYZ format:
```
110
Properties=species:S:1:pos:R:3:lowdin_charge:R:1
C -2.731 3.249 0.283 -0.0893
C -1.676 2.916 1.322 -0.2459
C -0.265 2.790 0.758 -0.1695
C -0.083 1.724 -0.314 -0.1609
N -0.139 0.337 0.236 0.0880
C 0.375 -0.677 -0.652 -0.3028
C -0.466 -0.996 -1.919 -0.0907
O -1.677 -0.242 -1.917 0.0391
C -1.952 0.436 -3.038 -0.7620
F -0.997 1.321 -3.331 0.1657
F -3.084 1.065 -2.859 0.2165
F -2.059 -0.367 -4.095 0.1876
C 1.858 -0.427 -0.943 -0.2916
N 2.134 0.342 -2.132 0.0628
C 2.914 1.264 -2.149 -0.8177
S 3.921 2.412 -2.232 0.8675
C 2.578 -1.784 -0.887 -0.6025
I 2.350 -2.748 -2.806 1.1992
C 4.016 -1.627 -0.384 -0.1793
C 5.134 -2.277 -1.156 -0.3048
C 6.448 -2.195 -0.412 -0.0829
C 1.662 -2.538 -0.014 -0.1871
C 2.043 -3.852 0.577 -0.3137
C 2.437 -3.836 2.050 0.0253
F 3.056 -4.360 -0.184 -0.0037
N 0.527 -1.974 0.129 0.1093
C -0.527 -2.508 0.988 -0.0455
C -1.894 -2.480 0.391 -0.1251
O -2.021 -3.498 -0.609 -0.0213
C -2.659 -4.616 -0.224 -0.3234
O -2.595 -5.084 0.867 0.1151
H -3.676 3.435 0.761 0.0792
H -2.906 2.444 -0.414 0.0373
H -2.423 4.108 -0.294 0.0678
H -1.657 3.731 2.022 0.0934
H -1.946 2.035 1.886 0.1003
H 0.402 2.538 1.573 0.1020
H 0.040 3.741 0.349 0.1196
H 0.866 1.872 -0.799 0.0950
H -0.885 1.853 -1.015 0.0892
H -1.113 0.147 0.436 0.1119
H 0.101 -0.837 -2.817 0.0773
H -0.751 -2.035 -1.915 0.1101
H 2.193 0.117 -0.065 0.1639
H 4.225 -0.570 -0.319 0.1202
H 4.051 -2.006 0.629 0.1195
H 4.908 -3.314 -1.342 0.0739
H 5.239 -1.804 -2.123 0.0971
H 7.151 -2.881 -0.859 0.0779
H 6.897 -1.217 -0.474 0.0782
H 6.345 -2.492 0.620 0.0764
H 1.192 -4.513 0.468 0.1528
H 1.727 -4.415 2.611 0.0847
H 3.419 -4.263 2.143 0.1003
H 2.424 -2.847 2.484 0.0966
H -0.528 -1.925 1.899 0.1586
H -0.300 -3.524 1.258 0.1230
H -2.596 -2.633 1.187 0.1431
H -2.154 -1.556 -0.089 0.1110
H -3.244 -5.035 -1.035 0.1514
C 2.296 2.651 5.385 -0.1087
C 2.024 4.104 5.726 -0.1093
O 0.854 4.375 4.949 0.0664
C 0.211 3.214 4.708 -0.5713
O -0.872 3.149 4.227 0.1615
O 0.979 2.161 5.073 0.0554
H 2.720 2.079 6.196 0.1293
H 2.925 2.545 4.499 0.1293
H 1.785 4.248 6.780 0.1348
H 2.825 4.780 5.442 0.1331
C -4.415 6.560 -3.373 -0.1117
C -3.021 6.013 -3.635 -0.1160
O -2.284 6.526 -2.520 0.0503
C -3.150 6.784 -1.508 -0.5836
O -2.832 7.056 -0.401 0.1695
O -4.427 6.675 -1.946 0.0588
H -5.213 5.900 -3.700 0.1302
H -4.562 7.549 -3.806 0.1333
H -2.990 4.922 -3.603 0.1247
H -2.581 6.359 -4.565 0.1313
C 1.799 -6.667 6.394 -0.1023
C 2.982 -7.121 5.554 -0.1025
O 3.404 -5.888 4.947 0.0428
C 2.986 -4.863 5.724 -0.5924
O 3.319 -3.734 5.568 0.1562
O 2.140 -5.300 6.672 0.0681
H 1.681 -7.218 7.321 0.1345
H 0.860 -6.686 5.840 0.1316
H 3.801 -7.508 6.159 0.1347
H 2.725 -7.847 4.789 0.1313
C 0.974 2.067 -6.225 -0.1129
C 2.221 1.228 -5.997 -0.1187
O 3.079 1.672 -7.048 0.0599
C 2.697 2.920 -7.427 -0.5655
O 3.308 3.624 -8.153 0.1845
O 1.513 3.238 -6.845 0.0604
H 0.454 2.337 -5.313 0.1154
H 0.274 1.593 -6.915 0.1347
H 2.700 1.448 -5.040 0.0999
H 2.048 0.158 -6.079 0.1296
C -7.274 -1.216 0.117 -0.1027
C -7.674 0.163 -0.379 -0.0992
O -6.604 0.978 0.122 0.0740
C -5.521 0.213 0.316 -0.5679
O -4.437 0.639 0.568 0.1512
O -5.840 -1.100 0.187 0.0447
H -7.553 -2.020 -0.556 0.1316
H -7.655 -1.428 1.116 0.1342
H -7.684 0.232 -1.467 0.1338
H -8.624 0.512 0.013 0.1353
```